{
  "formula": "H6O3",
  "method": "ωB97M-V/def2-TZVPD",
  "symbols": ["O", "H", "H", "O", "H", "H", "O", "H", "H"],
  "coordinates": [[2.2424, 0.6430, 2.0719], [1.6306, 0.6547, 1.3095], [1.7834, 1.1187, 2.7715], [0.6581, 0.2157, -0.2589], [-0.0502, -0.4344, -0.3435], [0.7771, 0.5761, -1.1451], [-2.6481, -0.7843, -1.2615], [-2.1160, -0.3147, -1.9144], [-2.2772, -1.6747, -1.2294]],
  "lowdin_charge": [-0.0824, -0.0127, 0.0263, -0.0399, 0.0375, 0.0567, -0.0546, 0.0314, 0.0376],
  "smiles": "O.O.O",
  "homo_energy_ev": -10.78,
  "max_force_ev_per_a": 0.5,
  "de_lowest_kj_mol": 46.1,
  "energy_ev": -6239.7751,
  "mol_weight_g_mol": 54.05,
  "orbital_gap_ev": 11.0
}

{
  "formula": "H6O3",
  "method": "ωB97M-V/def2-TZVPD",
  "symbols": ["O", "H", "H", "O", "H", "H", "O", "H", "H"],
  "coordinates": [[-0.2944, 1.0824, 0.1727], [-0.5914, 0.5074, -0.4663], [-1.1444, 1.4144, 0.3657], [2.0686, 0.4144, 1.5077], [1.3476, 0.5034, 0.7397], [2.8136, -0.0446, 1.0707], [-1.5444, -1.0086, -1.2953], [-1.7324, -1.1946, -0.4233], [-0.9224, -1.6746, -1.6713]],
  "lowdin_charge": [0.0005, -0.0412, 0.0428, -0.1413, 0.0507, 0.0225, -0.0227, 0.0015, 0.0871],
  "smiles": "O.O.O",
  "homo_energy_ev": -10.60,
  "max_force_ev_per_a": 4.1,
  "de_lowest_kj_mol": 84.8,
  "energy_ev": -6239.3746,
  "mol_weight_g_mol": 54.05,
  "orbital_gap_ev": 11.1
}

{
  "formula": "H6O8P2",
  "method": "ωB97M-V/def2-TZVPD",
  "symbols": ["O", "O", "O", "O", "P", "H", "H", "H", "O", "O", "O", "O", "P", "H", "H", "H"],
  "coordinates": [[-0.3219, 1.6563, -1.5455], [-1.1420, 0.6529, -3.8029], [-0.7078, -0.8909, -1.9197], [1.1822, 0.1961, -3.0883], [-0.2548, 0.5274, -2.4858], [-1.9781, 1.1560, -3.6084], [-0.4732, -0.9684, -0.9559], [1.7112, 1.0319, -3.1966], [0.0177, -1.6604, 1.5740], [-0.3960, -0.6737, 3.9469], [-0.3605, 0.8764, 2.0197], [1.7422, -0.1564, 2.8145], [0.2277, -0.5278, 2.4884], [-1.2398, -1.1996, 3.9096], [-0.3111, 0.9577, 1.0293], [2.3043, -0.9773, 2.8207]],
  "lowdin_charge": [-0.2668, -0.1104, -0.1051, -0.1091, 0.2657, 0.1191, 0.0880, 0.1187, -0.2668, -0.1105, -0.1051, -0.1091, 0.2657, 0.1191, 0.0879, 0.1187],
  "smiles": "O=P(O)(O)O.O=P(O)(O)O",
  "homo_energy_ev": -11.55,
  "max_force_ev_per_a": 1.5,
  "de_lowest_kj_mol": 17.6,
  "energy_ev": -35062.2820,
  "mol_weight_g_mol": 195.99,
  "orbital_gap_ev": 11.8
}

{
  "formula": "H6OSi2",
  "method": "ωB97M-V/def2-TZVPD",
  "symbols": ["O", "Si", "Si", "H", "H", "H", "H", "H", "H"],
  "coordinates": [[1.8618, -0.7717, -0.5777], [-1.4278, -0.3068, -0.1445], [0.6730, 0.7043, -0.0759], [2.5923, -0.6988, 0.0942], [-2.1191, -0.2999, -1.3046], [-1.7868, -1.6843, 0.4259], [-2.1689, 0.6369, 0.6539], [1.5348, 1.7009, -0.5423], [0.8406, 0.7194, 1.4711]],
  "lowdin_charge": [-0.4385, 0.4808, 0.5304, -0.0009, -0.1849, -0.0731, -0.1380, -0.1079, -0.0679],
  "smiles": "O[SiH2][SiH3]",
  "homo_energy_ev": -10.35,
  "max_force_ev_per_a": 6.1,
  "de_lowest_kj_mol": 264.0,
  "energy_ev": -17898.1532,
  "mol_weight_g_mol": 78.22,
  "orbital_gap_ev": 10.1
}